No. 1
The following is a DFT calculation (ωB97M-V with the def2-TZVPD basis set) of a structure of composition C36H36AsN3O6PbS in a non-equilibrium geometry.

Output
Total charge ... 0
Energy relative to the best compared isomer or geometry (same formula, charge and spin) ... 68.7 kcal/mol
LUMO (spin up / spin down) ... -4.847 / -3.753 eV
Calculated total energy ... -131589.86352 eV

```
84
Properties=species:S:1:pos:R:3:forces:R:3
Pb -0.26453 1.43676 1.61121 0.2290 0.4696 -0.6546
S -2.22250 -2.30507 3.57523 0.4661 1.1546 0.0091
C -2.51848 -3.88376 3.01946 0.2644 -3.0164 -1.2846
C -3.05198 -4.92836 3.81313 -0.2657 1.0205 -0.0721
C -3.31218 -6.18990 3.30089 0.8626 0.3032 -1.2263
C -2.81110 -6.46411 2.00213 -0.4173 0.6433 0.4398
C -2.18215 -5.50932 1.19642 -0.2547 0.1169 0.4199
C -2.07854 -4.21800 1.70835 0.3759 1.3306 1.5061
As -1.08433 -2.65123 0.91160 -2.2588 -2.9390 -1.1976
C -2.49886 -2.37467 -0.44187 0.4340 0.8495 0.0063
C -3.82820 -2.75336 -0.21315 -0.0349 0.1760 0.8030
C -4.78124 -2.65969 -1.20997 -0.3872 0.2013 -0.5496
C -4.44577 -1.97766 -2.39588 1.0728 -0.7952 0.7479
C -3.13570 -1.48679 -2.58728 -0.5103 -0.2628 0.9446
C -2.17665 -1.67489 -1.60806 0.1382 0.4370 0.0278
C 0.09085 -3.98360 0.00197 0.6691 0.4132 -0.3847
C 0.75157 -4.94419 0.77200 0.2799 0.5652 0.7143
C 1.76972 -5.73378 0.23267 -0.2566 0.7000 -0.2325
C 2.06834 -5.62869 -1.12834 -1.1143 0.2596 0.4635
C 1.28835 -4.78436 -1.92489 1.0262 -0.0755 -0.5354
C 0.33849 -3.94982 -1.36887 -0.2249 1.3453 -0.5442
H -3.25270 -4.66383 4.83187 -0.4395 -0.1904 0.4624
H -3.86313 -6.95083 3.86791 0.5230 0.3685 -0.1812
H -2.91336 -7.43734 1.60548 -0.1977 -0.9706 -0.3272
H -1.76787 -5.76923 0.20201 -0.4365 0.1634 0.8404
H -4.12413 -3.01649 0.79434 -0.0365 -0.4210 -0.1196
H -5.81216 -3.05863 -1.05978 1.0302 0.5359 -0.0386
H -5.17787 -1.88238 -3.16350 -0.4254 0.2949 -0.4106
H -2.89067 -0.86338 -3.41350 0.0554 0.1735 -0.7004
H -1.19247 -1.20737 -1.67405 -0.2848 -0.0868 -0.2416
H 0.51631 -5.00374 1.84153 0.2855 -0.0287 -0.3949
H 2.39705 -6.28628 0.91726 -0.1378 -0.3856 -0.1222
H 2.85630 -6.20519 -1.55732 0.4637 -0.2174 -0.2183
H 1.56534 -4.63012 -2.98384 -0.3899 -0.3403 0.6384
H -0.11209 -3.18968 -2.04727 0.2315 -0.7295 0.8104
N -1.97564 3.19783 1.85990 0.7220 0.2917 -0.8802
C -3.32185 2.67986 1.74047 -0.5795 0.8743 1.2738
C -3.41836 1.36686 1.01614 -0.0962 -2.2066 -2.9017
O -4.53783 0.90293 0.72244 1.3838 0.6758 0.9797
O -2.28837 0.80885 0.55166 -1.4872 1.0595 1.4188
H -1.83652 3.70396 2.74363 0.4030 -0.0167 -0.7601
H -1.69870 3.74168 1.00778 -0.0111 -0.2108 1.0730
H -3.97471 3.43575 1.25438 0.1208 -0.7184 0.1235
H -3.70163 2.57644 2.79026 0.0175 -0.1969 -0.9307
C 4.24511 -0.64803 1.81450 -0.6859 0.3752 0.7392
C 2.88111 -0.68834 1.31358 -2.4636 -0.2765 -1.7601
N 1.81254 -0.72935 0.83112 2.4148 -0.1894 1.3225
H 4.43343 0.39766 2.07414 0.2703 -0.0719 -0.1294
H 4.94659 -1.06985 1.12465 0.2939 0.0130 -0.6099
H 4.28145 -1.25037 2.71256 0.0569 -0.0885 0.3462
O 3.41944 2.26846 2.17417 -0.6408 0.4926 1.1560
C 2.66267 2.85168 2.96767 0.7997 -0.4534 -0.3364
C 3.08191 3.34455 4.41175 0.3695 -0.0134 -0.9653
C 1.90748 4.23219 4.74868 -0.9396 0.8410 1.1850
C 0.79611 3.83024 3.76576 -0.0209 -1.1771 0.1582
O -0.41298 4.00850 3.96367 1.3577 0.1979 -0.1382
N 1.35394 3.12519 2.70148 -0.6341 0.6644 1.0521
H 4.05812 3.87519 4.36610 -0.6363 -0.4029 -0.0460
H 3.19703 2.49631 5.11593 -0.1535 0.3040 -0.5379
H 2.09951 5.29384 4.54934 0.2007 -0.1340 -0.0627
H 1.55483 4.22197 5.81817 0.2163 -0.2679 -1.0966
C 2.81371 3.12272 -6.21643 -0.2256 1.1412 0.0628
C 2.39367 3.35499 -4.79861 -1.5836 0.1372 0.5460
C 2.94000 2.65684 -3.74385 0.3945 -0.1978 -0.0172
C 2.37177 2.70385 -2.45903 0.0762 1.3501 -1.1222
C 3.13375 2.02343 -1.39058 1.2660 0.1678 0.5993
C 1.22963 3.49278 -2.24879 -0.6675 0.3221 -0.5104
C 0.72408 4.38068 -3.28412 0.3587 -1.6286 0.6473
C -0.48959 5.28231 -3.16797 -0.5338 1.1642 1.0098
C 1.29435 4.20933 -4.53614 0.7575 -0.0115 -0.6042
C 0.45064 3.24505 -0.96396 0.3326 1.4956 -0.0115
O -0.22716 4.18411 -0.49420 0.1406 -1.4836 0.2692
O 0.62706 2.06291 -0.48177 -1.1128 0.2667 0.8331
H 3.34637 2.18351 -6.24489 0.4309 -0.0478 -0.4319
H 3.43167 4.01393 -6.50385 -0.3328 -1.0475 -0.3124
H 1.90419 3.05306 -6.85344 0.7467 0.1285 0.2179
H 3.83448 2.02034 -3.92928 -0.6958 0.4665 0.2409
H 4.13501 1.82558 -1.81239 -0.2680 -0.1028 0.2997
H 2.65623 1.09047 -1.16695 -0.0473 -0.5020 0.5594
H 3.30542 2.63024 -0.46265 -0.5555 -0.6409 -0.7516
H -1.37713 4.79640 -3.62117 0.4710 0.2881 0.0416
H -0.30656 6.28113 -3.68010 -0.1919 -1.3120 0.3994
H -0.78517 5.51636 -2.09379 0.6444 -0.4367 -1.4728
H 0.88525 4.72498 -5.41390 -0.0172 0.0552 0.4376
```
Forces are in eV/Å.


No. 2
The following is a DFT calculation (ωB97M-V with the def2-TZVPD basis set) of a cluster of 2 separate species, C4H14N2O in total in a non-equilibrium geometry.

Output
SMILES ... CNOC.CCN
Total charge ... 0
Energy relative to the best compared isomer or geometry (same formula, charge and spin) ... 75.0 kcal/mol
LUMO ... 0.877 eV
Calculated total energy ... -9400.35545 eV

```
21
Properties=species:S:1:pos:R:3:forces:R:3
C 2.67858 -0.20550 0.31550 -0.0063 -0.4083 -0.2570
N 1.38903 -0.05944 0.95785 -0.6699 -0.3783 0.0340
O 0.32217 -0.76663 0.27857 0.7773 0.6127 0.4536
C 0.37198 -2.17724 0.33324 0.5506 -0.0085 0.2652
H 3.09463 -1.22308 0.34831 -0.0254 0.1132 -0.0374
H 3.37591 0.47019 0.81493 -0.0901 -0.0266 -0.0197
H 2.57382 0.10086 -0.72533 0.0789 0.0265 0.0320
H 1.42615 -0.39376 1.92367 -0.2087 -0.0855 -0.2836
H 1.19595 -2.59011 -0.25506 0.0043 0.0021 -0.0385
H -0.56925 -2.52691 -0.07417 -0.1415 -0.0120 -0.0800
H 0.46777 -2.52547 1.36548 -0.0416 -0.0498 0.0705
C -2.01457 0.47219 -1.28573 -0.2577 1.1315 0.9063
C -1.97138 1.39417 0.01466 -0.2163 -1.2045 -1.2224
N -0.76334 2.14533 0.20458 0.6562 0.2059 0.0515
H -1.21047 -0.25147 -1.35754 0.0886 0.0160 0.3098
H -1.93964 1.12031 -2.15723 -0.0890 0.0583 -0.1806
H -2.97373 -0.03944 -1.31839 -0.1239 -0.1251 -0.1161
H -2.12223 0.75619 0.88584 -0.0604 0.0586 0.0638
H -2.81036 2.09427 -0.04423 -0.0419 -0.1418 0.0274
H -0.54259 2.68287 -0.62865 0.0270 -0.0700 0.1293
H 0.02156 1.52267 0.40370 -0.2102 0.2856 -0.1083
```
Forces are in eV/Å.


No. 3
The following is a DFT calculation (ωB97M-V with the def2-TZVPD basis set) of a structure of composition C3H8NS2 in a non-equilibrium geometry.

Output
Total charge ... +1
Energy relative to the best compared isomer or geometry (same formula, charge and spin) ... 64.8 kcal/mol
LUMO (spin up / spin down) ... -4.906 / -4.907 eV
Calculated total energy ... -26391.48152 eV

```
14
Properties=species:S:1:pos:R:3:forces:R:3
C -0.47795 -1.42322 0.06985 -2.6766 -0.3992 0.1274
C -0.49093 -0.34812 0.91535 -3.2841 1.6377 -1.5035
C 1.36328 0.97067 -0.99544 0.4811 -3.8353 -1.4157
N 0.59338 0.32458 1.26292 -0.2548 -1.1404 -0.5078
S -2.03279 0.76243 1.00606 1.2091 -1.1388 -0.2534
S 0.67189 -0.35717 -1.77186 0.2716 1.8978 1.1920
H -1.51029 -1.74105 -0.34471 2.1075 0.1413 0.7923
H 0.25380 -2.14706 0.29532 0.8034 -1.0591 -0.3361
H 2.41573 0.91528 -0.88222 0.7971 0.0296 0.1841
H 0.88550 1.86052 -0.92195 -1.5156 2.4167 0.2668
H 0.38219 1.22672 1.64070 1.2355 0.3991 0.7453
H 1.44430 -0.22908 1.20144 0.2131 1.0234 0.7957
H -2.94791 -0.00698 0.33860 0.7458 0.1259 0.3835
H -0.55018 0.19247 -1.81405 -0.1333 -0.0987 -0.4707
```
Forces are in eV/Å.